Entry from the OMol25 dataset: C59H78BrClGeKN7O2P2Se2Si2 as an isolated structure at a distorted geometry (ωB97M-V/def2-TZVPD).

Values from the calculation:
Charge: -2
Multiplicity: 1
Gap between HOMO and LUMO, eV: 5.3
E_LUMO, eV: 3.481

Last column: Mulliken charge in e.
Cartesian coordinates (Å):
Br (-4.47, 4.81, 5.37)  -0.233
Se (7.34, -0.26, -1.31)  -0.389
Se (1.61, -2.50, -0.06)  -0.321
Ge (-1.71, 3.17, -2.50)  0.932
K (-0.84, -0.26, 0.57)  1.320
Cl (0.67, 1.35, -3.38)  -0.258
P (6.20, 1.45, -0.80)  0.971
P (3.52, -1.61, -0.11)  1.191
Si (-2.97, -2.93, -2.04)  -0.122
Si (-4.38, -1.88, 0.62)  0.234
O (-2.07, 1.03, 2.03)  -0.674
O (-2.09, 2.21, 0.12)  -0.405
N (-1.31, -3.20, 1.42)  1.490
N (1.97, -0.32, 5.44)  -0.237
N (-1.34, 5.52, 2.81)  -0.686
N (2.39, 0.77, 0.22)  0.826
N (3.80, 2.38, -0.11)  -0.359
N (0.84, 0.37, 3.25)  0.770
N (2.57, 2.08, 0.26)  -1.139
C (0.62, -1.07, 3.50)  0.497
C (6.90, 3.91, 2.45)  -0.789
C (-2.58, -5.01, 0.53)  -0.528
C (4.41, -2.19, -1.58)  0.518
C (6.30, -1.80, 2.94)  -0.673
C (8.29, 2.01, 0.98)  -0.469
C (4.19, -1.53, -2.79)  -0.319
C (-3.17, 3.45, 3.21)  -0.158
C (4.19, -3.32, 1.98)  -0.406
C (6.28, 3.26, 1.39)  -0.443
C (8.91, 2.66, 2.03)  -0.726
C (-2.22, 3.36, 2.21)  -0.153
C (5.64, 4.81, -3.14)  -0.812
C (-1.70, -4.25, -2.50)  -0.963
C (3.55, 0.19, -0.15)  -1.153
C (2.28, 0.62, 3.17)  1.343
C (4.47, 1.24, -0.37)  0.447
C (-1.76, 5.32, -4.55)  -0.362
C (2.95, 0.28, 4.53)  -0.916
C (-4.59, -3.47, -2.87)  -1.208
C (4.52, -2.12, 1.35)  0.183
C (-0.63, -4.10, 2.15)  -0.084
C (-3.19, 4.60, 3.98)  -0.013
C (-2.48, -1.38, -3.03)  -0.616
C (7.42, 3.53, -4.12)  -0.614
C (0.90, 0.67, 5.70)  -0.822
C (6.30, 2.72, -2.13)  0.787
C (6.97, 2.31, 0.65)  0.603
C (0.27, 1.14, 4.36)  -0.593
C (-2.12, 2.09, 1.37)  -0.122
C (5.20, -3.34, -1.55)  -0.348
C (-6.03, -2.81, 0.33)  -1.328
C (-1.33, 4.42, 2.04)  -0.205
C (5.81, -3.79, -2.71)  -0.658
C (-1.72, 5.75, -6.02)  -0.609
C (5.99, -3.01, 3.54)  -0.599
C (-3.00, -2.63, -0.25)  2.117
C (-7.10, 3.04, -3.37)  -1.414
C (-4.59, 3.00, -2.90)  -0.461
C (-0.86, -5.46, 2.12)  -0.997
C (-2.92, 5.24, -6.82)  -1.122
C (-4.11, -1.93, 2.49)  -0.726
C (4.93, -3.77, 3.07)  -0.649
C (8.22, 3.61, 2.78)  -0.374
C (-2.26, 5.60, 3.76)  -0.259
C (-1.87, -5.92, 1.29)  -0.750
C (-2.28, -3.62, 0.57)  -2.067
C (5.63, -3.11, -3.90)  -0.454
C (5.48, 3.85, -2.15)  -0.301
C (-5.81, 2.22, -3.38)  -0.004
C (1.37, -1.49, 4.79)  -0.879
C (5.56, -1.35, 1.85)  -0.059
C (7.26, 2.56, -3.12)  -0.553
C (-4.85, -0.11, 0.18)  0.280
C (-0.15, 2.10, -1.94)  -0.187
C (6.60, 4.65, -4.13)  -0.418
C (-1.34, 3.87, -4.33)  -1.100
C (4.80, -1.99, -3.95)  -0.688
C (-3.34, 2.13, -2.76)  0.335
H (3.36, 1.17, 5.01)  0.193
H (8.17, 3.39, -4.89)  0.375
H (6.12, -3.45, -4.81)  0.359
H (-0.80, 5.37, -6.48)  0.311
H (5.35, -3.86, -0.61)  0.304
H (-5.61, 1.85, -4.39)  0.359
H (-3.03, 4.15, -6.71)  0.287
H (-0.82, 1.00, 4.34)  0.178
H (4.67, -4.70, 3.55)  0.413
H (-0.26, -6.14, 2.73)  0.428
H (-1.88, 3.20, -5.01)  0.334
H (-4.82, 3.46, -1.93)  0.249
H (-0.46, -1.23, 3.58)  0.280
H (9.94, 2.42, 2.29)  0.389
H (-3.46, 1.42, -1.95)  -0.521
H (-1.68, 6.84, -6.10)  0.338
H (-5.92, -3.89, 0.55)  0.260
H (6.45, -4.67, -2.68)  0.385
H (8.82, 1.26, 0.41)  0.349
H (1.35, 1.51, 6.24)  0.326
H (-7.34, 3.36, -2.36)  0.322
H (-6.33, -2.72, -0.72)  0.301
H (0.69, -1.97, 5.51)  0.373
H (-4.01, 0.58, 0.32)  -0.266
H (4.64, -1.47, -4.88)  0.422
H (-3.33, -0.99, -3.60)  0.271
H (-2.13, -0.58, -2.37)  -0.245
H (-3.85, 5.70, -6.46)  0.269
H (-5.06, -4.32, -2.37)  0.290
H (6.71, 5.40, -4.91)  0.365
H (4.99, 5.68, -3.15)  0.411
H (7.11, -1.18, 3.32)  0.472
H (6.35, 4.64, 3.04)  0.412
H (0.98, -1.62, 2.63)  -0.616
H (-3.78, -2.93, 2.82)  0.250
H (-0.73, -4.01, -2.05)  0.107
H (-6.84, -2.42, 0.96)  0.306
H (-3.34, -1.20, 2.77)  -0.102
H (-4.42, -3.73, -3.93)  0.335
H (2.68, 0.01, 2.36)  -2.007
H (-2.12, -6.98, 1.25)  0.371
H (0.16, 0.20, 6.35)  0.320
H (0.15, -3.70, 2.80)  -0.068
H (0.60, 2.67, -1.41)  0.422
H (8.71, 4.12, 3.60)  0.375
H (-5.18, -0.05, -0.86)  -0.411
H (3.77, -0.44, 4.39)  0.391
H (-1.88, 4.43, -1.62)  -0.306
H (7.89, 1.68, -3.12)  0.295
H (-1.56, -4.29, -3.59)  0.394
H (2.17, -2.20, 4.57)  0.297
H (-2.83, 5.46, -7.88)  0.364
H (5.25, 3.48, 1.15)  0.407
H (-4.41, 3.83, -3.60)  0.046
H (-0.58, 4.37, 1.26)  0.591
H (-5.04, -1.68, 3.03)  0.388
H (6.57, -3.35, 4.40)  0.350
H (-1.98, -5.25, -2.15)  0.293
H (-3.19, 1.56, -3.68)  0.511
H (-0.28, 3.75, -4.56)  0.532
H (-2.25, 6.50, 4.38)  0.366
H (-7.94, 2.45, -3.75)  0.400
H (3.55, -0.66, -2.81)  0.505
H (0.46, 2.20, 4.17)  0.439
H (3.35, -3.89, 1.61)  0.455
H (-5.32, -2.64, -2.85)  0.275
H (-2.78, 5.49, -4.17)  0.233
H (-3.40, -5.34, -0.10)  0.531
H (-1.67, -1.60, -3.74)  0.442
H (5.80, -0.41, 1.41)  -0.122
H (2.44, 1.66, 2.88)  0.723
H (-7.00, 3.93, -4.00)  0.307
H (-3.86, 2.64, 3.38)  0.503
H (-5.68, 0.22, 0.82)  0.418
H (-1.11, 5.98, -3.97)  0.289
H (4.71, 3.96, -1.39)  0.325
H (-5.93, 1.34, -2.75)  -0.018
H (-0.44, 1.27, -1.29)  -0.770